Entry 1:
The following is a quantum chemistry calculation of a structure of composition C51H49As2BrMnN4OSi, from the OMol25 dataset.

The geometry in XYZ format:
```
110
Properties=species:S:1:pos:R:3:forces:R:3:mulliken_charge:R:1
Mn 0.464572 0.407172 0.656492 0.603 0.337 0.322 1.127
Br 6.852538 4.141487 2.747757 0.018 0.024 0.011 -0.227
C 5.504358 3.008323 2.045214 -0.114 -0.075 -0.064 -0.381
C 5.694731 1.611451 2.062071 0.080 0.050 0.044 -0.541
C 4.747429 0.772906 1.553847 -0.088 -0.016 -0.080 -0.985
C 3.523263 1.261175 0.988196 0.164 -0.054 0.034 -0.323
O 2.680876 0.454515 0.485639 -0.444 -0.026 0.090 1.284
C 3.350602 2.680915 1.006410 -0.070 0.090 -0.015 0.460
C 2.165818 3.305768 0.519466 0.024 -0.089 0.017 -1.342
N 1.082589 2.701673 0.152810 -0.036 -0.123 -0.035 1.655
C 0.034176 3.485190 -0.334659 -0.023 0.065 -0.055 -0.549
C 0.177355 4.545026 -1.196808 -0.134 0.040 0.012 -0.152
C -0.946198 5.300815 -1.607873 0.106 -0.091 0.058 -1.156
C -2.195391 5.008751 -1.144288 -0.006 -0.058 0.042 -0.736
C -2.381306 3.905957 -0.271574 -0.143 0.177 -0.048 1.520
C -3.641475 3.541295 0.258086 -0.030 -0.009 -0.008 -1.199
C -3.746539 2.465018 1.091068 0.213 -0.061 -0.031 -1.299
C -2.582614 1.707996 1.353595 -0.049 0.143 -0.210 -0.843
N -1.405551 2.001383 0.854547 0.025 -0.173 0.161 0.852
C -1.276462 3.119220 0.090353 0.036 -0.036 0.132 -1.098
C 4.356185 3.527594 1.526726 0.070 -0.017 0.027 -0.940
H 6.607281 1.210535 2.484943 -0.003 -0.011 -0.004 0.451
H 4.888757 -0.300523 1.562726 0.005 0.009 0.002 0.319
H 2.190910 4.401478 0.493876 -0.044 0.008 0.009 0.568
H 1.159010 4.803122 -1.573370 0.014 -0.031 -0.002 0.617
H -0.796600 6.124586 -2.293372 -0.020 0.010 -0.001 0.413
H -3.055564 5.595856 -1.441635 0.009 0.012 0.005 0.444
H -4.513773 4.126522 -0.009275 -0.005 0.005 0.013 0.449
H -4.691537 2.151044 1.511835 -0.011 0.013 -0.004 0.487
H -2.643374 0.813070 1.961232 0.042 -0.002 0.038 1.169
H 4.199239 4.600042 1.513859 -0.006 0.001 0.003 0.518
C 0.044680 2.053946 3.900077 0.027 0.031 0.077 -1.189
C 0.740985 0.723049 3.887471 -0.053 0.157 -0.037 0.281
C 1.462719 0.274016 4.966017 -0.017 -0.042 -0.065 -0.980
C 2.120005 -0.958158 4.829293 0.009 0.044 0.037 -0.692
C 2.024643 -1.682024 3.676523 -0.002 -0.092 0.011 -1.287
C 1.229021 -1.205647 2.587229 0.075 -0.079 0.292 0.736
N 0.620565 0.010722 2.753531 -0.053 0.007 -0.047 0.636
N 1.015852 -1.799301 1.415695 0.256 0.008 -0.028 0.490
Si 1.853508 -3.197995 0.827315 -0.126 0.087 -0.087 0.333
C 3.367455 -2.705497 -0.170742 -0.010 -0.012 0.012 -0.692
C 2.412243 -4.492747 2.087464 0.006 0.003 -0.021 -1.580
C 0.696234 -4.203062 -0.286155 0.065 -0.021 -0.041 -0.858
H 0.352525 2.645155 4.761551 -0.003 -0.006 -0.004 0.508
H -1.039275 1.926441 3.942190 -0.001 -0.025 -0.019 0.170
H 0.271089 2.609156 2.988706 0.012 0.004 0.000 -0.063
H 1.542410 0.868559 5.864275 0.003 -0.001 0.003 0.442
H 2.729519 -1.335993 5.642330 -0.004 0.002 0.003 0.434
H 2.561932 -2.610507 3.584487 -0.026 -0.025 -0.020 0.236
H 4.231745 -2.551365 0.480276 -0.015 0.024 0.024 0.342
H 3.204119 -1.766362 -0.702057 -0.017 -0.001 -0.037 -0.139
H 3.632104 -3.484002 -0.891664 0.018 -0.009 0.001 0.448
H 3.349629 -4.265611 2.597012 -0.005 0.054 0.007 0.416
H 2.569458 -5.421998 1.532077 0.005 -0.016 0.010 0.413
H 1.644991 -4.688326 2.840609 -0.014 -0.009 -0.001 0.374
H -0.276503 -3.753151 -0.459794 0.023 0.052 -0.011 -0.158
H 1.159755 -4.399551 -1.257289 0.012 -0.050 0.010 0.538
H 0.502382 -5.170989 0.182543 -0.015 -0.014 -0.001 0.475
C -1.734861 -1.888808 -1.863984 -0.150 0.042 -0.059 -2.092
C -0.321536 -1.695610 -2.409923 0.098 -0.012 -0.056 -0.936
As 0.473689 0.033794 -1.946147 -0.203 -0.138 -0.348 2.240
C -0.538072 1.178600 -3.146246 0.052 0.055 0.051 0.160
C -0.090845 1.533747 -4.413301 0.025 -0.036 -0.042 -1.065
C -0.869707 2.349631 -5.222772 0.023 -0.005 -0.038 -0.822
C -2.098072 2.813860 -4.775735 -0.021 0.012 0.014 -0.940
C -2.544903 2.469779 -3.507811 -0.030 0.010 -0.040 -0.860
C -1.761508 1.664292 -2.695672 -0.065 -0.005 0.011 0.220
C 2.194489 -0.048999 -2.811032 0.017 -0.018 0.063 -0.062
C 3.087796 0.985193 -2.542152 0.026 0.014 -0.020 -0.039
C 4.360152 0.965528 -3.089174 0.013 -0.008 0.001 -0.693
C 4.753127 -0.095325 -3.894995 0.025 0.009 0.011 -0.629
C 3.871812 -1.132905 -4.153414 -0.029 -0.022 -0.009 -0.745
C 2.592145 -1.112155 -3.611908 0.032 0.020 -0.061 -0.334
As -2.020564 -1.381146 0.030227 0.017 0.079 -0.040 1.950
C -3.928017 -0.913806 -0.032523 0.003 -0.033 -0.090 0.486
C -4.684769 -1.100419 1.124391 -0.014 0.012 0.014 -0.487
C -5.992556 -0.645344 1.201825 0.006 -0.021 0.026 -0.786
C -6.572056 0.003932 0.120399 -0.031 0.011 -0.028 -0.589
C -5.833179 0.188721 -1.037650 -0.010 -0.003 -0.002 -0.843
C -4.521447 -0.263134 -1.110982 0.011 0.011 -0.012 -0.469
C -2.217828 -3.081092 0.948318 -0.092 -0.001 0.008 -0.288
C -1.699397 -3.181368 2.233813 0.017 0.008 0.041 -0.082
C -1.847721 -4.359712 2.954775 0.012 -0.009 0.011 -0.712
C -2.508751 -5.439852 2.391015 0.020 -0.040 0.029 -0.602
C -3.034723 -5.340862 1.109642 -0.009 0.018 -0.038 -0.762
C -2.894628 -4.162084 0.393293 -0.056 -0.004 0.032 -0.190
H -2.055536 -2.920917 -2.014491 0.004 -0.006 0.011 0.700
H -2.423332 -1.261037 -2.433174 0.032 -0.038 0.007 0.846
H -0.340242 -1.780135 -3.498994 0.014 -0.035 0.015 0.890
H 0.362050 -2.449651 -2.022660 -0.016 0.015 -0.001 -0.195
H 0.867782 1.177903 -4.772703 -0.004 -0.001 0.021 0.506
H -0.513069 2.622390 -6.207977 -0.004 0.005 0.000 0.436
H -2.700844 3.450852 -5.410250 -0.003 0.000 -0.002 0.418
H -3.494332 2.841428 -3.141054 0.002 -0.004 -0.007 0.562
H -2.103135 1.433461 -1.692420 -0.017 -0.091 -0.016 0.428
H 2.799252 1.792805 -1.880139 -0.027 -0.007 0.007 0.145
H 5.052879 1.767332 -2.868037 0.000 0.003 -0.001 0.415
H 5.752361 -0.117964 -4.310374 0.000 0.002 -0.004 0.369
H 4.178435 -1.966266 -4.772402 0.005 -0.001 0.000 0.411
H 1.920743 -1.936063 -3.817145 -0.013 0.009 0.012 0.319
H -4.254971 -1.613545 1.977302 0.034 -0.014 0.001 0.404
H -6.561846 -0.807008 2.108673 -0.007 0.002 -0.002 0.404
H -7.595462 0.351880 0.177186 0.001 0.007 0.002 0.380
H -6.275371 0.683887 -1.893414 -0.005 0.002 0.004 0.459
H -3.976305 -0.094719 -2.031256 0.032 0.020 0.019 0.110
H -1.154382 -2.349990 2.664046 -0.041 -0.010 -0.030 0.201
H -1.435195 -4.433476 3.953092 -0.003 0.002 0.004 0.469
H -2.614764 -6.361627 2.948815 -0.004 0.001 0.002 0.375
H -3.556596 -6.180324 0.668154 0.001 -0.007 0.008 0.412
H -3.323283 -4.091768 -0.599872 -0.001 0.016 -0.005 0.315
```
Positions in Å, forces in eV/Å.

Output
HOMO level (spin up / spin down), eV: -6.87 / -6.97
Multiplicity: 6
Expectation value of S²: 8.754



Entry 2:
The following is a quantum chemistry calculation of a structure of composition C51H49AuO5S2Sb, from the OMol25 dataset.

The geometry in XYZ format:
```
109
Properties=species:S:1:pos:R:3:forces:R:3:mulliken_charge:R:1
Au -1.209672 -0.830084 0.453728 0.039 0.080 0.138 -0.089
C -0.979900 -3.998965 -4.624167 -0.006 -0.027 0.005 -1.707
C -0.074878 -2.829861 -4.277350 0.050 0.017 0.053 1.421
C 1.002792 -2.614169 -5.312530 -0.017 -0.023 0.008 -1.636
O 0.511384 -3.064403 -2.974628 -0.009 -0.014 -0.050 -0.436
C -0.089471 -2.223487 -2.007789 0.068 0.035 -0.038 -0.759
C -1.276120 -1.628601 -2.805413 0.024 0.066 -0.018 -0.858
O -0.804329 -1.626535 -4.134133 -0.030 0.038 0.108 -0.435
C -2.036139 -0.342201 -2.409715 0.049 -0.036 0.039 1.676
O -2.419491 -0.521156 -1.058900 -0.082 0.048 -0.024 -0.563
C -1.350834 0.997259 -2.654998 0.046 -0.027 -0.001 -0.276
C -1.399581 1.983508 -1.675512 0.019 -0.019 -0.019 -0.863
C -0.843380 3.235124 -1.892674 0.016 0.015 -0.022 -0.723
C -0.254493 3.535590 -3.114209 0.001 0.010 0.027 -0.808
C -0.228436 2.569984 -4.108143 0.014 -0.022 -0.010 -0.939
C -0.763390 1.309282 -3.879742 0.040 0.004 0.036 0.356
C -3.390307 -0.384416 -3.157511 0.016 -0.027 -0.014 0.295
C -4.320019 -1.355267 -2.779788 0.013 0.005 0.003 -0.660
C -5.539103 -1.463543 -3.426507 -0.003 0.006 -0.009 -0.919
C -5.855691 -0.600042 -4.467331 0.004 0.000 0.002 -0.573
C -4.944524 0.372302 -4.840962 -0.027 -0.005 -0.012 -0.979
C -3.722325 0.482915 -4.188412 -0.015 0.050 -0.025 -0.377
C 0.992486 -1.365717 -1.290666 0.004 -0.028 -0.067 2.246
O 0.368830 -0.305785 -0.562751 0.031 0.035 -0.011 1.834
C 1.992165 -0.710751 -2.252643 -0.006 -0.024 0.042 -0.178
C 2.996907 -1.496911 -2.820265 -0.014 -0.010 0.010 0.030
C 3.953901 -0.935613 -3.646570 0.012 -0.025 0.003 -0.843
C 3.932863 0.427144 -3.915526 0.013 0.014 -0.016 -0.997
C 2.948875 1.214741 -3.345655 -0.065 0.034 0.037 -0.789
C 1.985864 0.651823 -2.511956 0.041 -0.043 -0.060 0.010
C 1.808515 -2.230826 -0.309663 0.017 0.008 -0.006 -0.111
C 1.569619 -3.574812 -0.058284 0.013 0.048 0.008 -0.213
C 2.341768 -4.274225 0.866667 0.008 -0.018 0.009 -1.114
C 3.379675 -3.647778 1.531417 -0.005 -0.025 0.001 -0.589
C 3.650188 -2.310123 1.262495 0.019 0.050 -0.008 -1.018
C 2.867464 -1.612778 0.361384 -0.038 -0.022 -0.016 -0.052
H -0.386699 -4.911518 -4.676396 -0.010 -0.001 0.003 0.413
H -1.452667 -3.827273 -5.590412 0.000 0.002 -0.007 0.379
H -1.755577 -4.139433 -3.872263 -0.004 -0.002 -0.003 0.323
H 1.655232 -3.486002 -5.359003 0.001 0.012 0.010 0.354
H 1.590453 -1.734797 -5.063513 0.015 0.027 0.014 0.324
H 0.540363 -2.472759 -6.289535 0.001 -0.009 0.006 0.437
H -0.538419 -2.852375 -1.229640 0.010 -0.002 0.014 1.367
H -2.048958 -2.400718 -2.705533 0.004 0.022 -0.018 -0.088
H -1.887025 1.769391 -0.734023 -0.006 -0.005 0.024 0.566
H -0.884203 3.985555 -1.112662 -0.001 0.009 0.010 0.470
H 0.166110 4.517502 -3.291953 -0.002 -0.009 0.002 0.462
H 0.221526 2.790186 -5.068353 -0.006 -0.003 0.009 0.475
H -0.720069 0.563079 -4.659009 0.003 -0.011 -0.001 0.584
H -4.091489 -2.020462 -1.957250 0.005 0.000 0.004 0.444
H -6.245210 -2.223312 -3.116435 -0.001 -0.001 -0.002 0.425
H -6.806656 -0.683482 -4.976980 0.002 -0.001 0.001 0.417
H -5.179631 1.057407 -5.645331 -0.003 -0.004 0.001 0.455
H -3.038648 1.261785 -4.494212 -0.053 -0.036 0.003 0.462
H 3.027815 -2.557451 -2.609834 0.000 0.004 -0.005 0.455
H 4.721621 -1.563635 -4.080197 -0.003 -0.001 0.002 0.468
H 4.681571 0.867748 -4.561164 -0.003 0.000 0.001 0.425
H 2.914530 2.278345 -3.553879 -0.002 -0.021 0.007 0.552
H 1.223720 1.278857 -2.078163 -0.070 0.054 0.047 0.027
H 0.805264 -4.115219 -0.596894 -0.031 -0.022 -0.019 0.498
H 2.138551 -5.322489 1.043749 0.000 0.000 0.001 0.474
H 3.992724 -4.201042 2.231425 -0.003 -0.002 -0.002 0.437
H 4.491006 -1.816965 1.738622 -0.035 -0.014 -0.011 0.609
H 3.100518 -0.577679 0.143056 -0.004 0.029 -0.015 0.463
S -0.007540 -1.175710 2.451436 0.041 -0.005 -0.098 -0.692
Sb 0.743668 0.881465 3.246502 0.035 -0.062 -0.031 1.989
C 2.060498 0.296558 4.761203 0.000 0.054 0.011 0.553
C 2.969063 -0.721570 4.489693 -0.057 -0.056 0.017 -0.469
C 3.884377 -1.091838 5.463052 0.005 0.001 0.004 -0.504
C 3.891381 -0.448206 6.693203 -0.004 0.006 -0.002 -0.582
C 2.983837 0.567847 6.958808 0.000 -0.012 -0.001 -0.696
C 2.062948 0.945724 5.991932 0.037 0.049 -0.014 -0.542
C 1.690967 2.307519 2.041586 0.021 0.001 0.085 0.169
C 2.078985 3.459606 2.725340 0.046 0.042 -0.031 -0.735
C 2.773458 4.448514 2.047212 -0.017 -0.017 0.008 -0.751
C 3.079715 4.279304 0.702130 0.003 -0.004 -0.007 -0.884
C 2.691035 3.129068 0.032741 -0.025 0.000 -0.012 -0.559
C 1.990059 2.131967 0.700195 -0.031 -0.002 -0.027 0.560
C -0.785567 1.969361 4.187821 -0.051 -0.059 -0.018 0.387
C -1.330257 1.517307 5.388760 -0.055 -0.030 -0.056 -0.621
C -2.369166 2.222212 5.979755 0.001 -0.029 -0.011 -0.775
C -2.867955 3.366027 5.368104 -0.003 0.000 0.001 -0.555
C -2.329279 3.811423 4.169010 -0.007 -0.006 0.001 -0.636
C -1.283778 3.115528 3.576071 -0.042 0.004 0.025 -0.409
H 2.953573 -1.236296 3.535877 0.004 0.005 0.008 0.137
H 4.591673 -1.885156 5.260793 0.001 -0.002 -0.001 0.473
H 4.607690 -0.740331 7.449539 -0.001 0.001 0.000 0.392
H 2.992304 1.067801 7.918136 0.000 0.000 -0.001 0.421
H 1.362166 1.745136 6.202934 0.001 -0.008 0.001 0.404
H 1.851216 3.594403 3.777050 -0.004 0.003 0.025 0.416
H 3.079160 5.345650 2.568734 -0.001 -0.002 -0.001 0.438
H 3.626673 5.050744 0.176223 0.001 -0.002 -0.002 0.431
H 2.929731 2.994402 -1.014255 -0.005 -0.001 0.001 0.456
H 1.667392 1.243364 0.178118 -0.025 -0.074 -0.059 -0.385
H -0.950145 0.620413 5.865569 0.016 0.008 0.010 0.527
H -2.786541 1.882034 6.918597 0.004 0.002 -0.003 0.450
H -3.676719 3.915393 5.831957 0.004 -0.002 0.000 0.424
H -2.717942 4.703914 3.696847 0.001 0.002 0.000 0.449
H -0.860436 3.471151 2.644728 0.019 0.019 -0.030 0.509
C -3.367068 -1.774098 3.867872 -0.005 0.078 0.008 -0.636
S -4.023287 -1.219921 2.300536 0.046 0.061 0.105 0.326
C -3.892216 0.539631 2.541305 0.039 0.024 0.021 -0.304
O -2.975357 -1.580313 1.258562 -0.008 -0.189 -0.060 -0.482
H -2.384796 -1.332197 4.023106 0.002 -0.016 0.015 -0.036
H -3.297311 -2.858632 3.815285 0.009 -0.002 -0.006 0.356
H -4.067507 -1.488793 4.653178 -0.015 0.007 -0.018 0.449
H -4.568470 0.830696 3.344733 0.004 0.009 0.009 0.490
H -4.196861 1.013750 1.610911 0.008 0.011 -0.048 0.371
H -2.860338 0.790282 2.793594 -0.035 0.010 0.006 -0.366
```
Positions in Å, forces in eV/Å.

Output
HOMO level, eV: -10.56
Net charge: +1